(1)
Here is a structure of composition C42H40N4O2P2SiTc at a distorted geometry from the Open Molecules 2025 dataset. Energies are from ωB97M-V/def2-TZVPD.

Last column: Mulliken charge in e.
Geometry (Å):
Tc1 0.0616 0.6351 0.0391  -0.54
O1 0.7692 -0.6566 -3.7414  -0.55
C1 0.6309 -0.8053 -2.5569  -0.33
N1 1.1411 0.0327 -1.5774  0.14
C2 2.2398 0.7771 -1.9380  -0.19
O2 2.8875 0.7011 -2.9488  -0.53
C3 2.6084 1.7293 -0.8311  0.51
C4 3.7228 2.5424 -0.9528  -0.61
C5 4.0083 3.4538 0.0516  -0.44
C6 3.1783 3.4816 1.1654  -1.13
C7 2.0928 2.6256 1.2204  -0.19
N2 1.7868 1.7755 0.2342  0.41
C8 -0.1014 -1.9966 -2.0007  0.69
C9 -0.6141 -2.9221 -2.9056  -0.70
C10 -1.1882 -4.0806 -2.4098  -0.54
C11 -1.2062 -4.2762 -1.0368  -0.98
C12 -0.6639 -3.2976 -0.2187  0.10
N3 -0.1496 -2.1683 -0.6847  0.08
H1 4.3330 2.4462 -1.8397  0.56
H2 4.8475 4.1257 -0.0337  0.49
H3 3.3612 4.1667 1.9785  0.51
H4 1.4256 2.6488 2.0722  0.80
H5 -0.5312 -2.7110 -3.9615  0.56
H6 -1.5989 -4.8212 -3.0811  0.49
H7 -1.6246 -5.1673 -0.5955  0.50
H8 -0.6361 -3.4428 0.8552  0.49
C13 -0.1379 0.4207 4.1137  -1.27
N4 -1.1470 0.1954 3.0720  0.88
P1 -1.3794 1.4160 1.8623  0.87
C14 -1.3131 2.9902 2.7635  0.79
C15 -0.7785 4.1167 2.1454  -0.37
C16 -0.8112 5.3328 2.8058  -0.84
C17 -1.3715 5.4276 4.0694  -0.85
C18 -1.9280 4.3089 4.6721  -0.84
C19 -1.9120 3.0927 4.0182  -0.42
C20 -3.1860 1.3798 1.5938  1.19
C21 -3.6613 1.9621 0.4212  -0.31
C22 -5.0209 2.0007 0.1720  -0.76
C23 -5.9085 1.4670 1.0926  -0.74
C24 -5.4380 0.9053 2.2686  -0.77
C25 -4.0787 0.8635 2.5244  -0.45
P2 -0.8268 -1.2664 2.1427  0.85
C26 -0.7069 -2.4564 3.5172  0.61
C27 0.2774 -3.4385 3.5105  -0.73
C28 0.3470 -4.3531 4.5497  -0.78
C29 -0.5611 -4.2853 5.5937  -0.64
C30 -1.5298 -3.2915 5.6136  -0.78
C31 -1.5999 -2.3704 4.5859  -0.53
C32 -2.4797 -1.5907 1.3995  1.81
C33 -3.4175 -2.4404 1.9768  -1.10
C34 -4.6207 -2.6848 1.3365  -0.96
C35 -4.8868 -2.1245 0.1001  -1.04
C36 -3.9413 -1.3094 -0.5051  -0.84
C37 -2.7508 -1.0503 0.1422  1.02
H9 -0.0377 1.4848 4.3243  0.56
H10 0.8443 0.0207 3.8404  0.39
H11 -0.4531 -0.0866 5.0275  0.24
H12 -0.3566 4.0317 1.1514  0.56
H13 -0.4024 6.2121 2.3333  0.50
H14 -1.3868 6.3745 4.5838  0.45
H15 -2.3823 4.3874 5.6467  0.48
H16 -2.3584 2.2219 4.4763  0.36
H17 -2.9578 2.3710 -0.2935  0.21
H18 -5.3914 2.4418 -0.7409  0.53
H19 -6.9684 1.4892 0.8920  0.45
H20 -6.1339 0.5008 2.9877  0.47
H21 -3.7132 0.4184 3.4380  0.18
H22 0.9937 -3.4859 2.7007  0.48
H23 1.1129 -5.1143 4.5447  0.45
H24 -0.5093 -4.9979 6.4028  0.44
H25 -2.2327 -3.2339 6.4313  0.47
H26 -2.3443 -1.5878 4.6065  0.35
H27 -3.2147 -2.9138 2.9266  0.53
H28 -5.3512 -3.3272 1.8025  0.50
H29 -5.8193 -2.3342 -0.4001  0.48
H30 -4.1300 -0.8901 -1.4807  0.57
H31 -2.0002 -0.4105 -0.3610  -0.95
C38 -1.6809 6.1235 -1.3443  -0.90
Si1 -0.7155 4.9361 -2.4823  -0.20
C39 -1.4772 4.6375 -4.2062  -1.04
C40 1.1254 5.4523 -2.6349  -1.00
C41 -0.6928 3.2949 -1.5867  -0.19
C42 -0.5707 2.2524 -0.9639  1.00
H32 -1.9186 7.0460 -1.8657  0.41
H33 -1.1009 6.3862 -0.4640  0.20
H34 -2.6156 5.6863 -1.0046  0.34
H35 -1.4900 5.5593 -4.7791  0.35
H36 -2.4972 4.2766 -4.1235  0.34
H37 -0.9002 3.9043 -4.7606  0.36
H38 1.2253 6.4048 -3.1465  0.39
H39 1.6839 4.7117 -3.1981  0.32
H40 1.5783 5.5524 -1.6526  0.30

Forces on the atoms, in the same order (eV/Å):
0.8 -0.8 -2.1
-0.2 0.1 0.4
-0.7 -1.1 -0.9
-0.9 0.6 1.1
1.3 0.7 -0.1
-0.2 0.1 0.6
0.3 0.3 -0.4
-0.2 -0.2 0.0
-0.3 -0.2 0.1
0.0 -0.1 -0.2
-0.2 0.2 0.5
0.2 -0.2 0.1
-0.1 -0.4 -0.5
0.1 0.2 0.1
0.0 0.1 0.0
0.1 0.1 0.0
-0.1 -0.2 0.0
0.4 0.6 -0.2
0.0 0.0 -0.1
0.1 0.0 0.0
0.0 0.0 0.1
0.0 -0.1 0.0
0.0 0.0 0.0
0.0 0.0 0.0
0.0 -0.1 0.0
-0.1 -0.1 0.0
0.2 0.1 0.3
-0.1 0.4 -0.6
-1.3 0.3 1.7
0.5 0.0 -0.5
0.0 -0.2 0.1
0.0 0.2 0.0
0.0 0.0 -0.1
0.0 0.0 0.0
0.0 -0.1 -0.1
0.2 0.2 -0.5
0.1 0.0 0.1
-0.1 0.1 0.0
0.0 0.0 -0.1
0.0 0.0 0.0
0.2 0.0 0.1
-1.1 1.2 0.5
0.5 -0.1 -0.4
0.0 0.0 -0.1
0.0 -0.1 0.0
0.1 0.0 0.0
0.0 0.0 0.0
0.0 0.1 -0.1
0.6 -0.3 -0.2
0.1 0.1 0.1
-0.1 -0.1 0.0
0.1 0.0 0.0
0.1 0.2 -0.2
0.2 -0.1 0.1
0.0 -0.1 0.0
0.1 0.0 0.0
0.1 0.1 -0.1
0.0 0.1 0.0
0.1 0.1 -0.1
0.0 0.1 0.0
0.0 0.0 0.1
0.0 0.0 0.1
-0.1 0.0 -0.1
0.0 0.1 -0.1
-0.1 0.0 0.0
0.0 0.0 0.1
0.0 -0.1 0.1
0.1 0.0 0.0
0.0 0.0 0.0
0.0 -0.1 0.0
0.0 0.0 0.1
-0.1 0.1 0.0
0.0 0.0 -0.1
-0.1 -0.1 0.1
-0.1 0.0 -0.1
0.0 0.1 -0.1
-0.3 -0.2 0.0
0.3 -0.6 -0.5
0.2 0.9 -0.7
0.3 0.1 1.0
-0.9 -0.4 0.2
0.0 0.2 -0.1
0.2 -1.6 1.3
0.0 0.1 -0.1
0.2 0.0 0.1
-0.2 -0.1 0.0
0.0 0.2 0.0
-0.2 -0.1 0.0
0.1 -0.1 0.0
-0.1 0.2 -0.1
0.1 -0.2 -0.1
0.1 0.0 0.2

Values from the calculation:
HOMO energy (alpha / beta) in eV: -13.75 / -13.75
2S+1: 2
Energy above the lowest of the compared OMol25 structures with the same formula, charge and spin in kcal/mol: 87.4
HOMO-LUMO gap (alpha / beta) in eV: 5.05 / 5.29
Net charge: +2
DFT total energy in a.u.: -3046.4109

(2)
Here is a structure of composition C42H41BrO2P2W at a distorted geometry from the Open Molecules 2025 dataset. Energies are from ωB97M-V/def2-TZVPD.

Last column: Mulliken charge in e.
Geometry (Å):
W1 -0.9380 2.5641 0.1506  1.00
C1 -0.2735 4.4276 -0.4934  -0.61
C2 0.7855 3.4367 -0.6246  -0.42
C3 1.9305 3.4510 0.3595  -0.89
C4 1.7203 2.4781 1.5420  -0.96
C5 0.2721 2.1373 1.7849  -0.67
C6 -0.6806 3.2246 2.0849  -0.48
C7 -0.2162 4.6639 2.0673  -0.85
C8 -0.2471 5.3654 0.6818  -0.39
C9 -2.7305 3.5087 0.2481  -1.31
H1 -0.7383 4.7801 -1.4152  0.67
H2 1.0164 3.0900 -1.6301  0.64
H3 2.1828 4.4649 0.7300  0.31
H4 2.8590 3.1560 -0.1707  0.38
H5 2.3058 1.5580 1.3381  0.39
H6 2.1778 2.9173 2.4601  0.46
H7 0.0740 1.1724 2.2496  0.83
H8 -1.4789 2.9951 2.7904  0.64
H9 0.7733 4.8095 2.5500  0.32
H10 -0.9022 5.2620 2.7093  0.35
H11 -1.1425 6.0114 0.6347  -0.21
H12 0.5888 6.1018 0.6187  0.60
H13 -2.8624 4.5784 0.0172  0.24
H14 -3.2640 3.2626 1.1709  0.38
H15 -3.2148 2.9219 -0.5518  0.57
P1 1.4632 -4.1272 -2.2141  0.33
P2 0.1611 -5.0238 0.4598  0.27
C10 2.5325 -4.4044 -0.7767  -0.62
C11 1.9600 -4.8607 0.3764  -0.52
C12 2.3741 -4.9484 -3.5871  0.35
C13 3.7452 -5.2403 -3.5250  0.08
C14 4.3806 -5.8605 -4.6059  -0.66
C15 3.6553 -6.2169 -5.7479  -0.49
C16 2.2779 -5.9598 -5.7960  -0.59
C17 1.6360 -5.3408 -4.7240  -0.28
C18 1.7179 -2.3248 -2.4854  0.85
C19 1.1707 -1.4564 -1.5213  -0.81
C20 1.3930 -0.0880 -1.6259  0.34
C21 2.1289 0.4406 -2.6863  -0.73
C22 2.6603 -0.4225 -3.6516  -0.97
C23 2.4574 -1.8017 -3.5531  -0.58
C24 0.0808 -6.7568 1.1603  0.50
C25 0.4650 -7.8215 0.3194  -0.31
C26 0.4834 -9.1313 0.8022  -0.65
C27 0.1187 -9.4063 2.1256  -0.46
C28 -0.2668 -8.3544 2.9608  -0.62
C29 -0.3002 -7.0411 2.4800  -0.35
C30 -0.2818 -3.9897 1.9098  0.41
C31 -1.6470 -3.6993 2.1110  -0.33
C32 -2.0479 -2.9657 3.2258  -0.71
C33 -1.0919 -2.5004 4.1394  -0.50
C34 0.2663 -2.7690 3.9283  -0.77
C35 0.6752 -3.4898 2.8028  -0.04
H16 3.5999 -4.1766 -0.8748  0.57
H17 2.5307 -5.1921 1.2528  0.79
H18 4.3221 -4.9826 -2.6386  0.20
H19 5.4520 -6.0640 -4.5559  0.40
H20 4.1574 -6.6919 -6.5933  0.40
H21 1.7073 -6.2456 -6.6795  0.40
H22 0.5612 -5.1534 -4.7592  0.40
H23 0.6038 -1.8562 -0.6785  0.35
H24 0.9872 0.5837 -0.8585  0.36
H25 2.3039 1.5161 -2.7606  0.31
H26 3.2510 -0.0282 -4.4781  0.39
H27 2.8991 -2.4785 -4.2853  0.34
H28 0.7694 -7.6156 -0.7087  0.37
H29 0.7856 -9.9487 0.1480  0.39
H30 0.1357 -10.4294 2.5037  0.39
H31 -0.5403 -8.5538 3.9964  0.39
H32 -0.6005 -6.2319 3.1471  0.31
H33 -2.3834 -4.0602 1.3913  0.43
H34 -3.1078 -2.7560 3.3823  0.45
H35 -1.4073 -1.9289 5.0135  0.45
H36 1.0138 -2.4172 4.6418  0.43
H37 1.7349 -3.6725 2.6273  0.38
Br1 -3.1794 8.0966 3.0610  -0.14
C36 -3.8337 9.1778 1.6634  0.29
C37 -4.0125 10.5584 1.8397  -0.47
C38 -4.4638 11.3455 0.7731  -0.45
C39 -4.7512 10.7381 -0.4582  -0.59
C40 -4.5934 9.3571 -0.6165  -0.32
C41 -4.1491 8.5588 0.4447  0.55
C42 -3.9401 7.0555 0.2558  0.40
O1 -2.9495 6.7520 -0.4625  -0.63
O2 -4.7687 6.3249 0.8335  -0.28
H38 -3.7871 11.0143 2.8008  0.41
H39 -4.5860 12.4237 0.9027  0.39
H40 -5.1018 11.3295 -1.3065  0.38
H41 -4.8242 8.8736 -1.5678  0.41

Forces on the atoms, in the same order (eV/Å):
-0.6 -1.1 -1.3
0.8 0.1 0.1
0.0 0.7 -0.3
1.6 -0.1 0.1
1.3 -0.2 0.3
-0.5 0.3 0.8
1.2 -0.2 0.4
-0.2 1.6 1.0
-0.3 1.4 0.2
-0.4 0.8 0.6
-0.2 0.0 0.2
0.0 0.1 -0.1
-0.6 -0.4 -0.3
-0.5 0.0 0.2
-0.5 0.4 0.1
-0.4 -0.3 -0.5
0.0 0.0 0.2
-0.1 0.0 -0.3
-0.5 -0.5 -0.3
0.4 -0.5 -0.3
0.3 -0.5 -0.1
-0.3 -0.6 -0.1
-0.1 -0.4 0.0
-0.2 0.0 0.0
-0.2 -0.3 -0.6
0.9 0.4 -0.2
0.6 -1.2 1.3
-0.7 -0.6 1.8
1.1 0.6 -1.8
-0.5 -0.4 -0.2
-0.1 0.0 -0.1
-0.1 0.1 0.0
-0.3 0.2 0.3
0.2 0.0 0.0
0.3 0.1 0.2
-0.3 0.1 0.2
0.2 -0.1 -0.2
-0.2 0.1 0.1
0.1 -0.3 -0.2
-0.1 0.0 0.2
-0.1 0.0 0.1
-0.2 0.0 -0.5
0.0 0.0 0.2
0.0 0.1 0.0
0.0 0.4 -0.1
0.1 0.1 -0.2
-0.1 0.1 0.1
-0.5 0.4 -0.3
0.4 -0.1 0.1
0.1 0.1 0.0
0.1 -0.2 -0.3
-0.2 0.0 -0.1
-0.1 0.0 0.0
-0.3 -0.2 0.2
0.0 0.3 -0.3
0.0 -0.1 -0.3
-0.3 0.1 0.0
-0.2 0.1 0.3
0.1 0.1 0.3
0.3 -0.1 -0.1
0.1 0.1 -0.2
0.2 -0.2 -0.2
0.0 -0.3 0.0
-0.2 -0.1 0.2
-0.2 0.2 0.1
-0.1 -0.1 0.2
-0.1 0.3 0.1
0.0 0.3 -0.1
0.0 0.1 -0.3
0.0 -0.3 -0.2
0.1 0.1 0.2
0.3 -0.1 0.0
0.1 -0.2 -0.2
-0.2 -0.1 -0.2
-0.3 0.1 0.2
0.1 0.2 0.2
-0.5 0.4 0.0
0.3 -0.3 -0.2
0.0 -0.5 0.0
0.2 -0.4 -0.1
-0.4 0.2 -0.2
-0.5 0.0 0.6
3.5 1.9 -2.4
-2.1 -0.6 1.4
-0.7 -0.4 0.3
0.0 -0.1 -0.2
0.0 -0.4 0.0
0.2 -0.2 0.3
0.0 0.2 0.3

Values from the calculation:
HOMO energy (alpha / beta) in eV: -12.84 / -12.77
2S+1: 3
Energy above the lowest of the compared OMol25 structures with the same formula, charge and spin in kcal/mol: 0.0
HOMO-LUMO gap (alpha / beta) in eV: 6.22 / 4.72
Net charge: +2
DFT total energy in a.u.: -5098.4815

Question: net charge of number 1 (C42H40N4O2P2SiTc)?
Answer: +2